1.
Molecular formula: C32H58F18N3O18S6
Method: DFT, ωB97M-V with the def2-TZVPD basis set

HOMO level = -3.1 eV
orbital gap = 0.177 hartree
LUMO = 0.062 hartree
E = -189370.82137 eV
net charge = -3
2S+1 = 1
strongest force on any atom = 4.67 eV/A

```
135
Properties=species:S:1:pos:R:3:forces:R:3
C 3.4364 -7.0778 -5.3232 -0.07 1.02 -0.16
C 3.6878 -5.9115 -6.3545 -1.43 -0.30 -0.51
C 2.5429 -4.8083 -6.4157 0.65 -0.75 0.72
N 2.6002 -3.7193 -7.4674 1.15 -0.41 -1.46
C 2.8224 -4.3525 -8.9152 0.57 -1.02 1.57
C 3.7045 -2.7067 -7.0781 0.91 0.61 -0.88
C 3.0966 -1.6627 -6.1339 -0.22 -2.31 -0.62
C 1.7269 -1.5855 -6.7542 -1.54 0.52 -0.57
C 1.3068 -2.9424 -7.4507 0.97 1.47 1.34
H 4.2036 -7.8360 -5.4800 -0.16 -0.02 -0.11
H 2.4422 -7.5134 -5.4229 0.07 -0.08 -0.33
H 3.5064 -6.7871 -4.2750 0.16 0.36 -0.08
H 3.6345 -6.3871 -7.3338 0.25 -0.16 -0.08
H 4.7059 -5.5364 -6.2499 -0.21 0.41 0.19
H 2.5325 -4.2608 -5.4732 -0.14 0.01 0.05
H 1.5472 -5.2270 -6.5619 0.24 -0.53 0.16
H 2.0810 -5.1411 -9.0445 0.08 -0.16 0.52
H 3.8269 -4.7726 -8.8651 -0.18 -0.20 0.00
H 2.7721 -3.8444 -9.8782 -0.22 1.52 0.83
H 3.9909 -2.2711 -8.0353 -0.03 0.27 0.02
H 4.6222 -3.1182 -6.6580 -0.36 -0.83 -0.12
H 3.6516 -0.7287 -6.0461 -0.08 -0.19 -0.24
H 3.0465 -2.1499 -5.1601 0.04 0.37 0.25
H 1.7404 -0.8308 -7.5406 -0.32 0.31 0.32
H 0.9970 -1.3859 -5.9698 -0.22 0.52 -0.46
H 0.9589 -2.8613 -8.4806 -0.16 0.19 0.36
H 0.5635 -3.3694 -6.7775 0.13 -0.64 -0.54
C 0.2064 10.5159 4.5021 0.12 1.09 -0.69
C -1.1677 9.8533 4.2543 1.68 -0.56 0.97
C -1.5212 9.9427 2.8016 -1.67 0.75 -0.92
N -2.9444 9.3579 2.4542 -0.38 -0.54 0.57
C -2.7513 7.8089 2.2875 -2.27 -0.14 0.57
C -4.1432 7.0236 2.3007 0.00 1.44 1.95
C -5.0929 7.4976 3.5017 1.29 -0.35 -0.93
C -5.3288 9.0084 3.4376 1.24 -0.55 -0.76
C -3.9739 9.7200 3.5749 0.32 -1.31 0.61
C -3.4765 9.8935 1.1022 2.18 -1.85 1.40
H 0.3646 10.9925 5.4695 -0.37 -0.72 0.39
H 0.2414 11.4072 3.8756 0.24 0.09 -0.44
H 1.0841 9.9157 4.2623 -0.26 -0.19 0.00
H -1.8711 10.3880 4.8926 -0.17 -0.25 -0.25
H -1.0370 8.8232 4.5861 -0.54 -0.11 0.12
H -0.8609 9.5412 2.0329 0.24 -0.55 0.51
H -1.5316 11.0072 2.5677 -0.50 0.18 -0.17
H -2.1403 7.4145 3.0995 -0.02 0.45 0.12
H -2.2390 7.5805 1.3529 0.07 0.50 -0.01
H -3.8400 6.0099 2.5625 -0.33 -0.21 -0.84
H -4.7244 7.1680 1.3900 0.43 -0.57 -0.23
H -4.5889 7.1893 4.4176 0.17 0.41 0.31
H -6.0364 6.9567 3.5748 0.01 -0.07 -0.67
H -5.9937 9.2361 4.2707 -0.03 0.73 -0.37
H -5.6670 9.2815 2.4380 -1.06 -0.04 0.30
H -3.6131 9.2950 4.5115 0.61 0.33 -0.12
H -4.0302 10.8028 3.6860 0.11 -0.02 -0.40
H -2.7102 9.4355 0.4768 0.14 1.06 -0.73
H -3.4448 10.9776 1.2114 -0.59 -0.24 -0.67
H -4.3372 9.2886 0.8170 -0.49 0.98 0.32
C -1.3869 -4.0802 -0.6075 -0.04 1.56 -0.90
C -0.3684 -3.4272 0.3369 -0.77 -0.97 1.51
C -0.7797 -2.0219 0.8354 2.33 0.71 -0.85
N 0.4203 -1.2649 1.5277 -0.72 -0.63 0.99
C -0.2477 0.0798 2.0823 0.56 -1.27 0.47
C -1.1391 -0.1526 3.3776 1.58 -0.01 -0.42
C -0.3420 -0.9752 4.4825 -0.62 -0.91 -1.91
C 0.1838 -2.3450 3.8479 -0.58 1.27 -0.18
C 1.1059 -2.1314 2.6521 -0.22 1.65 0.79
C 1.4996 -0.9265 0.5444 -0.04 0.23 -0.05
H -1.9191 -3.2854 -1.1303 -0.53 0.23 0.22
H -2.1190 -4.6887 -0.0766 0.30 -0.22 -0.36
H -0.9148 -4.5139 -1.4891 0.10 -0.88 0.54
H 0.6613 -3.5747 0.0114 -0.06 0.82 -0.41
H -0.3810 -4.0958 1.1977 0.10 0.11 0.41
H -1.6528 -1.9156 1.4792 0.24 -0.59 0.04
H -0.9108 -1.3238 0.0086 -0.47 -0.31 -0.33
H -0.7529 0.5100 1.2175 -0.45 -0.33 0.08
H 0.5783 0.7754 2.2306 0.15 -0.24 0.59
H -2.1164 -0.5706 3.1359 0.23 -0.55 -0.12
H -1.4193 0.8427 3.7226 0.37 0.14 0.19
H -1.0301 -1.2696 5.2749 0.08 0.27 0.08
H 0.4772 -0.3862 4.8949 -0.01 -0.01 -0.06
H -0.6783 -2.9150 3.5016 -0.11 -0.23 0.34
H 0.7179 -2.9088 4.6127 -0.06 -0.12 -0.15
H 1.6055 -3.0289 2.2872 -0.69 -0.04 -0.58
H 1.9320 -1.5269 3.0265 0.08 0.37 -0.28
H 1.9665 -1.8215 0.1331 -0.23 -0.04 0.20
H 2.2746 -0.3473 1.0464 -0.12 -0.06 0.13
H 1.1172 -0.3247 -0.2801 -0.27 -0.04 0.11
C -3.5809 2.2364 -5.7926 1.19 -1.42 3.96
F -3.5897 0.8783 -5.5435 0.76 0.48 -0.76
F -2.6361 2.5300 -6.6905 -0.54 -0.07 0.04
F -4.7731 2.4869 -6.1978 -1.67 1.08 -1.56
S -3.3241 3.0131 -4.0024 1.71 0.40 0.57
O -3.7986 4.3825 -4.1361 -0.02 -0.18 -0.51
O -4.0909 2.2251 -3.0542 -0.28 -0.23 -0.88
O -1.8726 2.8898 -3.7734 -1.08 0.03 -0.75
C 1.3083 -9.4340 1.5887 -0.39 -0.77 4.46
F 2.0314 -8.4001 1.2325 0.65 0.07 -1.88
F 0.2225 -9.6052 0.8548 0.47 0.07 -0.76
F 2.0268 -10.5926 1.6479 -0.02 0.69 -1.48
S 0.9084 -9.0801 3.4325 -3.45 0.13 1.27
O 1.4058 -10.1502 4.2449 0.30 -1.85 -0.27
O 1.6284 -7.8869 3.7933 -0.03 1.45 -1.01
O -0.5923 -9.0079 3.4136 2.48 0.27 -0.42
C -2.0841 -4.8633 10.4948 -4.60 0.57 0.63
F -1.6650 -5.9320 11.0703 1.20 -2.51 0.46
F -1.2261 -3.9282 10.6721 2.18 1.77 -0.69
F -2.3292 -5.0960 9.1723 0.51 0.22 0.84
S -3.6441 -4.2393 11.4940 -1.05 -1.92 2.25
O -4.6053 -5.3647 11.7737 1.96 1.64 -1.41
O -3.0848 -3.7335 12.7478 0.59 -0.53 -0.45
O -4.0911 -3.1733 10.6595 -0.86 0.83 -1.54
C 3.3855 4.6802 6.6222 1.61 0.54 -3.47
F 2.0861 4.4624 6.8393 0.26 -0.84 0.41
F 3.6137 5.9391 6.9798 -0.12 0.67 0.94
F 4.2378 3.8930 7.2735 -0.94 -0.35 1.04
S 4.0375 4.6156 4.7530 1.31 -0.16 0.09
O 5.2470 5.4756 4.9290 -2.21 -1.17 -0.44
O 4.3573 3.2169 4.4236 -0.57 1.25 0.77
O 2.9314 5.1528 3.9562 0.46 0.20 0.62
C 8.6854 -0.3764 -1.2874 -0.67 -2.58 -0.45
F 8.7297 0.1848 -2.4974 -0.37 0.14 -0.42
F 9.8726 -0.1273 -0.7437 -0.07 0.07 0.66
F 7.6915 0.1819 -0.5881 0.42 0.33 0.07
S 8.3371 -2.3690 -1.3702 -0.50 -1.16 -2.81
O 8.2127 -2.7633 0.0107 -0.31 0.61 0.21
O 7.0767 -2.5900 -2.2182 2.90 1.30 2.01
O 9.5610 -2.9122 -2.0153 -1.48 1.27 0.53
C -5.6857 -5.2691 -7.6933 3.14 -0.36 1.45
F -5.3671 -4.0186 -8.0530 0.35 0.05 -0.96
F -5.4759 -5.2456 -6.3381 0.09 -0.59 -0.33
F -6.9287 -5.4361 -7.8818 -3.04 -0.50 -0.64
S -4.6820 -6.7240 -8.5387 1.64 -1.77 0.29
O -3.3126 -6.1990 -8.7377 -1.58 0.09 0.42
O -4.7099 -7.8817 -7.5930 -0.49 2.43 -1.15
O -5.4051 -6.9750 -9.7845 0.01 0.66 0.84
```
Forces are in eV/Å.



2.
Molecular formula: C32H58N3O2P2Re
Method: DFT, ωB97M-V with the def2-TZVPD basis set

HOMO level (spin up / spin down) = -16.6 / -17.4 eV
⟨S²⟩ = 3.838
orbital gap (spin up / spin down) = 0.266 / 0.215 hartree
LUMO (spin up / spin down) = -0.343 / -0.426 hartree
E = -63370.62465 eV
net charge = +3
2S+1 = 4
strongest force on any atom = 7.26 eV/A

```
98
Properties=species:S:1:pos:R:3:forces:R:3
C 2.9922 -0.1853 -0.1374 -0.20 -0.32 0.03
C 2.0944 1.6776 0.9801 0.53 -0.12 0.19
C 4.2932 0.2919 0.0382 -0.06 0.06 0.08
C 3.4006 2.1247 1.3061 -0.79 0.67 -0.25
C 4.4898 1.4240 0.8366 0.57 -0.57 -0.02
H 5.1054 -0.2483 -0.4393 0.01 0.27 0.10
H 3.4903 3.0678 1.8411 0.20 -0.17 -0.17
H 5.5020 1.7630 1.0574 -0.26 -0.04 -0.08
N 1.9729 0.3986 0.5054 -1.53 0.01 -1.22
P 1.0508 -2.1340 -0.6120 1.88 -2.22 -1.47
P -0.7662 2.1331 0.9204 -0.54 1.50 0.81
C 2.6256 -1.2842 -1.1182 0.22 0.32 0.10
H 2.4477 -0.8194 -2.1033 0.09 0.07 0.38
H 3.4589 -1.9803 -1.2697 -0.29 0.15 0.08
C -1.9910 -0.5813 -0.0547 -6.94 -1.95 -0.89
O -3.1450 -0.8176 -0.1289 4.62 1.09 0.32
C 0.9640 2.5214 0.9429 1.16 0.58 3.46
H 1.1885 3.5315 1.3102 0.03 -0.41 -0.23
C -1.1202 3.9333 0.0469 -0.54 -0.56 -0.63
C -1.9563 2.1896 2.4909 0.49 -0.05 0.38
C 0.3785 -2.9690 -2.2164 -0.07 0.31 0.27
C 1.8433 -3.4993 0.4913 -0.33 0.18 0.39
C -2.2148 3.5722 -0.9508 -0.25 0.30 -0.46
H -3.1469 3.2458 -0.4752 0.27 0.10 -0.15
H -2.4476 4.4400 -1.5905 0.01 -0.26 0.16
H -1.8622 2.7606 -1.5996 -0.29 0.19 0.07
C -1.5402 5.1005 0.9527 0.00 0.00 0.37
H -2.4567 4.9427 1.5288 0.35 0.10 -0.23
H -0.7370 5.3963 1.6405 -0.19 -0.08 -0.16
H -1.7281 5.9759 0.3063 0.11 -0.38 0.03
C 0.1281 4.4266 -0.7057 0.10 -0.03 -0.02
H -0.1621 5.1905 -1.4464 0.00 -0.34 0.31
H 0.8672 4.8947 -0.0419 -0.24 -0.12 -0.29
H 0.6367 3.5949 -1.2415 -0.02 0.60 0.12
C -3.3805 2.5173 2.0201 0.04 0.10 -0.41
H -3.7299 1.7471 1.3180 -0.06 0.15 0.17
H -4.0575 2.5109 2.8878 0.30 -0.07 -0.16
H -3.4856 3.4885 1.5342 -0.06 -0.31 0.22
C -2.0339 0.8119 3.1436 0.21 -0.36 -0.13
H -2.4662 0.0752 2.4548 0.08 0.07 0.19
H -1.0518 0.4584 3.4671 -0.10 0.10 0.04
H -2.6880 0.8557 4.0287 0.18 0.13 -0.30
C -1.3806 3.1629 3.5166 0.05 0.37 0.24
H -1.4475 4.2115 3.2148 0.03 -0.34 0.14
H -1.9372 3.0621 4.4624 0.17 0.01 -0.30
H -0.3262 2.9311 3.7196 -0.23 0.04 0.08
C 0.7219 -4.4404 0.9327 -0.11 -0.15 0.22
H 1.1541 -5.1997 1.5993 -0.15 0.12 -0.13
H -0.0517 -3.9013 1.4880 0.10 -0.17 -0.11
H 0.2522 -4.9682 0.0945 0.12 0.14 0.27
C 2.4923 -2.8125 1.6997 -0.13 0.16 0.26
H 3.3650 -2.2188 1.3999 -0.12 -0.18 0.13
H 1.7962 -2.1683 2.2425 0.24 -0.06 -0.10
H 2.8421 -3.5929 2.3903 -0.03 0.20 -0.18
C 2.9700 -4.3115 -0.1624 -0.01 -0.20 -0.39
H 3.3942 -4.9563 0.6213 -0.11 0.24 -0.13
H 2.6337 -4.9760 -0.9589 0.15 0.18 0.28
H 3.7873 -3.6881 -0.5397 -0.10 -0.23 0.12
C 0.6973 -2.0476 -3.3981 -0.10 0.07 -0.06
H 1.7523 -2.1121 -3.7011 -0.28 0.05 0.10
H 0.0948 -2.3575 -4.2651 0.12 0.09 0.23
H 0.4533 -1.0017 -3.1719 -0.01 -0.25 -0.07
C -1.1419 -3.0917 -2.0373 -0.09 0.00 -0.02
H -1.6324 -2.1126 -1.9652 0.12 -0.24 -0.13
H -1.5559 -3.6103 -2.9136 0.05 0.11 0.27
H -1.4012 -3.6714 -1.1399 0.01 0.08 -0.21
C 0.9520 -4.3503 -2.5404 0.07 -0.18 -0.18
H 2.0347 -4.3215 -2.7149 -0.32 -0.03 0.06
H 0.7058 -5.1086 -1.7893 0.14 0.20 -0.27
H 0.4937 -4.6830 -3.4845 0.07 0.14 0.24
Re -0.1476 -0.1916 0.1454 1.55 -1.15 4.47
N 0.0906 0.8630 -1.3409 0.88 4.19 -3.19
C 0.2493 1.8499 -2.0121 -1.62 -4.25 -1.99
C -0.0346 2.1315 -3.5636 0.29 1.73 -0.60
C 0.1974 3.6056 -3.8663 0.09 0.69 0.05
C 0.9217 1.3186 -4.4342 0.60 -0.81 0.09
C -1.4751 1.7707 -3.9467 -0.65 -0.35 0.63
H -0.4916 4.2598 -3.3162 0.17 -0.25 -0.20
H 1.2272 3.8991 -3.6227 -0.21 0.01 -0.13
H 0.0342 3.7952 -4.9384 0.06 -0.19 0.39
H 0.5118 0.3218 -4.6316 0.24 0.21 0.16
H 1.0498 1.7861 -5.4246 -0.15 0.10 0.55
H 1.9130 1.2295 -3.9717 -0.11 -0.03 -0.25
H -1.5712 1.7306 -5.0449 0.37 0.11 0.39
H -1.7470 0.7753 -3.5683 -0.04 0.19 -0.11
H -2.2079 2.5096 -3.5938 0.25 -0.28 -0.08
C -2.6685 -3.1028 2.5171 -0.06 -0.10 -0.20
N -1.5890 -2.9512 3.4968 1.19 1.64 -0.71
C -1.7455 -3.5618 4.8087 0.21 -0.07 0.73
C -0.5613 -2.1168 3.2674 -1.30 -0.84 -0.16
O -0.3643 -1.5513 2.1554 -0.03 0.96 -0.91
H -3.2357 -3.9907 2.8114 0.06 0.24 -0.30
H -2.2599 -3.2353 1.5041 -0.11 -0.01 0.38
H -3.3432 -2.2312 2.5148 0.26 -0.28 0.10
H -0.8001 -4.0246 5.1155 -0.31 -0.01 -0.05
H -2.0277 -2.8168 5.5647 -0.07 -0.23 -0.22
H -2.5255 -4.3184 4.7346 0.20 0.03 0.17
H 0.1199 -1.9631 4.1222 -0.10 -0.12 -0.37
```
Forces are in eV/Å.